ORCA calculation (wB97M-V/def2-TZVPD) on a molecular structure, C6H13FO.

Properties
**Net charge**: 0
**HOMO energy**: -9.7 eV
**Spin multiplicity**: 1
**Energy**: -411.20346 Eh
**LUMO**: 0.803 eV

Geometry (Å):
C: 0.78532 0.25533 1.34332
C: 1.14808 -0.19525 -0.13395
C: 2.07742 -1.28636 -0.44116
C: -1.14939 0.00695 -0.79962
C: -0.74598 1.53018 -0.67044
C: -2.14713 -0.36050 0.31937
H: 0.25503 1.22441 1.60648
H: -0.14585 -0.50658 1.77868
H: 1.59315 0.23539 2.16993
H: 1.75476 0.66306 -0.84188
H: 3.07925 -0.38527 -0.50658
H: 1.75806 -2.04215 -1.61601
H: 2.32053 -2.06493 0.61004
H: -1.36089 -0.32698 -1.75044
H: -1.68495 2.16752 -0.85957
H: -0.19608 1.44138 0.43779
H: 0.06599 2.08332 -1.41668
H: -3.18487 0.13341 -0.01800
H: -1.95905 0.02434 1.40534
O: 0.07178 -0.88430 -0.72569
F: -2.33519 -1.71297 0.10906

These are the Löwdin partial charges, in e, on atoms 1 to 2: number 1, C, carries -0.07; number 2, C, carries -0.59

=====

ORCA calculation (wB97M-V/def2-TZVPD) on 2 unconnected molecules or ions with the total composition F2HNS.

Properties
**Net charge**: 0
**HOMO energy (spin up / spin down)**: -10.8 / -10.8 eV
**Spin multiplicity**: 1
**Energy**: -653.13737 Eh
**LUMO (spin up / spin down)**: -1.134 / -1.134 eV

Geometry (Å):
N: -0.36080 0.14072 0.15733
F: 0.23755 1.80413 0.08709
F: 1.17651 -1.74641 0.14789
S: 0.22212 -0.82823 -0.90386
H: -1.27538 0.62980 0.51155

These are the Löwdin partial charges, in e, on atoms 1 to 2: number 1, N, carries -0.35; number 2, F, carries -0.34

=====

ORCA calculation (wB97M-V/def2-TZVPD) on a molecular structure, C22H47MnNO4Si2.

Properties
**Net charge**: 0
**HOMO energy (spin up / spin down)**: -4.9 / -6.8 eV
**Expectation value of S²**: 8.78
**Spin multiplicity**: 6
**Energy**: -2952.09230 Eh
**LUMO (spin up / spin down)**: 0.084 / 0.082 eV

Geometry (Å):
O: 2.69689 2.43394 0.31289
O: 1.88716 3.97321 -1.16619
C: 2.01477 2.26168 1.59566
C: 2.27879 0.95101 2.27931
H: 0.94429 2.39274 1.39561
H: 2.35026 3.10971 2.20261
H: 2.01429 0.08131 1.66153
H: 1.65440 0.90369 3.17698
H: 3.31879 0.87497 2.61194
C: 3.61335 1.39604 -0.23272
C: 4.75356 2.08775 -0.92225
H: 3.02258 0.76576 -0.91017
H: 3.94740 0.78030 0.60529
H: 4.40780 2.69808 -1.76248
H: 5.44731 1.33478 -1.30612
H: 5.30236 2.71630 -0.21317
C: 1.12165 3.36314 -2.25297
C: 1.18029 5.04989 -0.47285
C: 2.02555 2.53081 -3.11809
H: 0.70054 4.20156 -2.81901
H: 0.29073 2.77117 -1.83188
H: 2.96141 3.05065 -3.34972
H: 1.50955 2.33626 -4.06259
H: 2.24415 1.56123 -2.65970
C: 2.16433 6.09973 -0.03606
H: 0.64437 4.62044 0.38703
H: 0.45200 5.46252 -1.17842
H: 2.90347 5.69134 0.65912
H: 1.61264 6.89422 0.46978
H: 2.67763 6.54014 -0.89654
H: 2.31586 3.20455 -0.41796
Mn: -1.02169 -1.71715 0.24690
C: -1.29706 -0.22771 -0.82844
Si: -2.75508 0.83083 -0.26869
H: -1.45587 -0.61535 -1.85715
H: -0.35217 0.35977 -0.85542
C: -2.53855 1.57381 1.43829
C: -4.35017 -0.14756 -0.27243
C: -2.79250 2.20322 -1.55606
C: -1.64277 -1.81578 2.21422
Si: -2.19718 -3.58378 2.50713
H: -2.43617 -1.08681 2.44403
H: -0.76131 -1.54427 2.82885
C: -3.87701 -3.78825 1.68282
C: -2.35894 -3.95185 4.34563
C: -0.97796 -4.79865 1.75159
H: -3.81480 2.56905 -1.70809
H: -2.41967 1.83103 -2.52015
H: -2.16513 3.05414 -1.26038
H: -2.31193 0.83423 2.21337
H: -3.46963 2.08581 1.72297
H: -1.73092 2.31867 1.43623
H: -4.37479 -0.94739 0.47917
H: -4.52546 -0.59758 -1.25895
H: -5.18799 0.53331 -0.06308
H: -2.55643 -3.03139 4.91024
H: -1.43671 -4.39927 4.74053
H: -3.18362 -4.65143 4.53884
H: 0.02839 -4.36656 1.65217
H: -1.30146 -5.14161 0.75951
H: -0.90396 -5.68018 2.40508
H: -4.44162 -4.58233 2.19288
H: -3.78562 -4.07021 0.62505
H: -4.46959 -2.86491 1.74359
O: 2.98342 -2.04325 -0.32700
C: 1.76296 -2.20391 -0.25711
O: 0.96701 -1.61427 0.60428
C: 1.05654 -3.10677 -1.22761
C: 1.69268 -3.91305 -2.16353
C: 0.90947 -4.64195 -3.06453
C: -0.48305 -4.54042 -2.99225
C: -1.07068 -3.73392 -2.02410
N: -0.29765 -3.02698 -1.16010
H: 2.77831 -3.92446 -2.15383
H: 1.38341 -5.27205 -3.81390
H: -1.12509 -5.08064 -3.68667
H: -2.15013 -3.62107 -1.91275

These are the Löwdin partial charges, in e, on atoms 1 to 2: number 1, O, carries -0.12; number 2, O, carries -0.13

=====

ORCA calculation (wB97M-V/def2-TZVPD) on 2 unconnected molecules or ions with the total composition C6H11N.

Properties
**Net charge**: 0
**HOMO energy**: -9.1 eV
**Spin multiplicity**: 1
**Energy**: -289.87513 Eh
**LUMO**: 1.038 eV

Geometry (Å):
C: 2.74081 0.64349 -2.97861
C: 2.55327 -0.25011 -1.96239
N: 1.28441 -0.54433 -1.34755
C: 0.71861 0.45611 -0.75422
H: 1.88840 1.24906 -3.31873
H: 3.69356 0.74029 -3.47308
H: 3.36704 -0.92093 -1.60085
H: -0.33246 0.41413 -0.41096
H: 1.21742 1.42436 -0.62481
C: -2.39238 -0.76125 0.58996
C: -1.87922 0.09385 1.49344
C: -1.51738 -0.30487 2.88632
H: -2.65436 -0.38433 -0.38011
H: -2.61265 -1.82476 0.79775
H: -1.80405 1.16854 1.28337
H: -2.04486 0.34084 3.62705
H: -1.79043 -1.33818 3.08777
H: -0.43574 -0.20191 3.08565

These are the Löwdin partial charges, in e, on atoms 1 to 2: number 1, C, carries -0.01; number 2, C, carries -0.26

=====

ORCA calculation (wB97M-V/def2-TZVPD) on a molecular structure, C14H16Cl5O4Zn.

Properties
**Net charge**: +1
**HOMO energy (spin up / spin down)**: -10.7 / -10.0 eV
**Spin multiplicity**: 1
**Energy**: -4923.38208 Eh
**LUMO (spin up / spin down)**: -4.077 / -4.911 eV

Geometry (Å):
Zn: 1.39753 -0.06317 -0.10307
C: 0.35537 -0.49136 3.34270
C: 1.56017 -1.40710 3.13162
O: 1.96275 -1.70072 1.78648
C: 1.56527 -2.98462 1.26957
C: 0.19505 -3.04676 0.63469
O: 0.18163 -2.15437 -0.47299
C: -1.13957 -1.65777 -0.80199
C: -1.24207 -0.36785 -0.04209
O: -0.51260 1.96790 0.61463
C: -0.32220 2.73807 1.76887
C: -0.42538 1.73232 2.93182
O: 0.55317 0.73975 2.64261
H: 0.28601 -0.26935 4.41101
H: -0.57698 -0.96404 3.01233
H: 1.37672 -2.35112 3.64963
H: 2.41638 -0.90139 3.57778
H: 1.62512 -3.72929 2.06633
H: 2.30364 -3.20696 0.49945
H: -0.57742 -2.78368 1.36675
H: 0.00934 -4.06142 0.27161
H: -1.93782 -2.35797 -0.56943
H: -1.11699 -1.42010 -1.86566
H: -1.64245 -0.60561 0.94531
H: -1.85882 1.45967 -0.92142
H: -1.05443 3.54160 1.84387
H: 0.68235 3.16457 1.75431
H: -1.42872 1.29065 2.93873
H: -0.24432 2.22894 3.88759
Cl: -0.75141 0.99192 -0.45434
C: -0.14682 0.92150 -1.77274
C: -0.02961 1.22421 -3.14876
C: 0.95273 1.16145 -4.12141
Cl: 2.49865 0.47029 -3.90950
C: 0.45919 1.74358 -5.29343
Cl: 1.29960 1.86555 -6.74196
C: -0.88442 2.19535 -5.07065
Cl: -1.86568 2.96768 -6.22668
C: -1.21478 1.90307 -3.79095
Cl: -2.70813 2.21657 -3.04061

These are the Löwdin partial charges, in e, on atoms 1 to 2: number 1, Zn, carries 0.88; number 2, C, carries -0.17

=====

ORCA calculation (wB97M-V/def2-TZVPD) on 7 unconnected molecules or ions with the total composition C46H107N6O8.

Properties
**Net charge**: +5
**HOMO energy**: -18.9 eV
**Spin multiplicity**: 1
**Energy**: -2745.16042 Eh
**LUMO**: -13.626 eV

Geometry (Å):
C: -0.17941 0.05379 -2.38996
C: -0.24153 -0.38831 -0.96555
O: -1.27995 -0.98804 -0.54730
O: 0.69419 -0.07748 -0.19485
H: 0.81437 -0.18709 -2.76958
H: -0.40573 1.11622 -2.47329
H: -0.85429 -0.54149 -3.00417
C: 6.05789 0.10700 0.14849
C: 5.07727 -0.23992 1.27023
C: 5.98585 -0.40073 2.53783
C: 5.36099 -0.09415 3.90749
C: 4.61861 1.24087 3.86284
C: 3.53945 1.31940 2.77887
N: 4.10142 0.87394 1.48479
O: 3.43560 1.33887 0.45335
C: 3.15500 2.87587 2.75360
C: 2.39913 0.42483 3.07384
C: 4.36570 -1.54470 1.09474
H: 6.80412 -0.59440 -0.22488
H: 6.73142 0.93649 0.36907
H: 5.46572 0.41599 -0.71497
H: 6.79812 0.31878 2.41940
H: 6.51430 -1.35358 2.52301
H: 6.14471 -0.04982 4.66290
H: 4.68168 -0.88949 4.22019
H: 5.33718 2.05653 3.77732
H: 4.11513 1.36941 4.82123
H: 4.00987 3.48736 2.46511
H: 2.90758 3.29864 3.72800
H: 2.27341 3.02438 2.13171
H: 2.72929 -0.61251 3.01350
H: 1.50071 0.47085 2.45601
H: 2.00626 0.53739 4.08530
H: 3.52434 -1.25905 0.45575
H: 3.90937 -1.98740 1.97837
H: 5.00596 -2.25896 0.58101
C: -0.11508 7.15735 0.62803
C: 0.81464 5.97463 0.35512
C: -0.02977 4.66720 0.45661
C: 0.58320 3.55891 -0.35474
C: 0.87492 3.95383 -1.84187
C: 0.86216 5.47813 -2.24201
N: 1.36364 6.23361 -1.01889
O: 2.21548 7.14719 -1.17680
C: -0.55611 5.96097 -2.52663
C: 1.85447 5.68480 -3.40152
C: 1.95223 5.89294 1.42780
H: -0.76886 7.52345 -0.16587
H: 0.46539 8.07839 0.72400
H: -0.74709 7.14239 1.51543
H: -1.09737 4.70257 0.22539
H: -0.16834 4.40549 1.50742
H: -0.03431 2.66184 -0.31360
H: 1.53761 3.30208 0.10605
H: 0.27324 3.38859 -2.55554
H: 1.81560 3.47167 -2.11377
H: -0.74676 7.02841 -2.62357
H: -1.20034 5.49627 -1.78031
H: -0.90052 5.49338 -3.45016
H: 1.94183 6.73546 -3.67815
H: 1.42398 5.16029 -4.25365
H: 2.85699 5.36003 -3.12718
H: 1.46476 5.87398 2.40004
H: 2.70104 6.68511 1.44947
H: 2.54757 5.06019 1.05128
C: -2.61965 2.94266 -2.36320
C: -3.25035 1.91614 -1.37377
N: -4.51283 1.20261 -1.91869
C: -5.30044 0.51124 -0.79561
C: -5.41566 2.16886 -2.74006
C: -6.20377 3.21938 -1.92996
C: -3.92026 0.15480 -2.86071
C: -4.79990 -0.83537 -3.63035
O: -5.85502 -1.34036 -2.84520
C: -6.89121 -1.93897 -3.67299
H: -1.86907 3.44442 -1.75000
H: -3.33457 3.74420 -2.54777
H: -2.09739 2.63240 -3.26646
H: -3.49432 2.48810 -0.47933
H: -2.57387 1.08885 -1.15809
H: -4.70011 -0.37155 -0.58723
H: -6.32191 0.28499 -1.09013
H: -5.30211 1.29609 -0.04004
H: -6.24879 1.56542 -3.10276
H: -4.80369 2.51742 -3.56882
H: -6.85028 3.93060 -2.43832
H: -5.46556 3.78317 -1.35341
H: -6.74411 2.64532 -1.17725
H: -3.38274 -0.49571 -2.16782
H: -3.20541 0.74531 -3.43022
H: -4.16617 -1.69457 -3.86401
H: -5.10357 -0.38601 -4.57777
H: -7.02146 -1.50196 -4.66050
H: -7.83216 -1.99928 -3.12461
H: -6.71545 -3.01698 -3.67041
C: 3.24255 -5.88183 -0.68776
C: 2.33665 -5.05391 -1.66921
N: 2.12367 -5.64817 -3.07684
C: 3.49950 -6.20683 -3.61465
C: 1.01607 -6.74487 -3.05515
C: 0.62499 -7.31209 -4.42342
C: 1.82608 -4.45507 -4.03752
C: 0.78029 -3.46914 -3.52962
O: -0.43291 -4.17902 -3.50901
C: -1.45883 -3.56387 -2.73623
H: 3.07001 -5.58066 0.34470
H: 4.29629 -5.70350 -0.89454
H: 2.95812 -6.93066 -0.76352
H: 2.71871 -4.03829 -1.75569
H: 1.29467 -5.04543 -1.35185
H: 3.55429 -7.09269 -2.98379
H: 4.24622 -5.50574 -3.24801
H: 3.45649 -6.38237 -4.68579
H: 0.14226 -6.31099 -2.57344
H: 1.45575 -7.47641 -2.37694
H: 1.30683 -7.14659 -5.25627
H: -0.30779 -6.80903 -4.67454
H: 0.48648 -8.37641 -4.24051
H: 1.59298 -4.83106 -5.03235
H: 2.80405 -3.97646 -4.09225
H: 0.65147 -2.53494 -4.08251
H: 1.12283 -3.05266 -2.57721
H: -2.38696 -4.12359 -2.83642
H: -1.54149 -2.52633 -3.06368
H: -1.26049 -3.49590 -1.66345
C: -0.57426 2.88063 4.38507
N: -2.04874 2.50853 4.28446
C: -2.38264 1.38860 5.27647
C: -2.66153 3.86375 4.76514
C: -2.60466 2.27358 2.82513
C: -2.16835 0.93024 2.20706
O: -0.78804 1.05852 1.84605
H: -0.06643 1.96442 4.08828
H: -0.31197 3.25432 5.37294
H: -0.41783 3.68656 3.67039
H: -2.21659 1.67148 6.31338
H: -1.82369 0.46685 5.11000
H: -3.38150 1.06984 4.97954
H: -2.18529 4.65213 4.18212
H: -2.53774 4.05673 5.82831
H: -3.69019 4.00948 4.43485
H: -2.30590 3.16665 2.27997
H: -3.68506 2.18465 2.94048
H: -2.69490 0.81566 1.25892
H: -2.25989 0.08127 2.88445
H: -0.49366 0.43190 1.16559
C: 1.07619 -5.35950 2.74026
N: 0.38923 -3.98589 2.46562
C: 1.18912 -2.85060 3.15668
C: 0.42065 -3.74267 0.95935
C: -1.08478 -3.85042 3.02803
C: -2.10137 -4.81814 2.32188
O: -3.28092 -4.68218 3.10243
H: 1.12464 -5.59761 3.80164
H: 2.02487 -5.34630 2.21030
H: 0.38252 -6.08313 2.31396
H: 0.83346 -1.92108 2.71503
H: 2.14732 -3.00132 2.65912
H: 1.08276 -3.17886 4.18759
H: 0.02390 -4.58090 0.38826
H: 1.47931 -3.72295 0.69238
H: 0.03599 -2.80691 0.54957
H: -1.33270 -2.79101 3.05719
H: -0.93866 -4.22399 4.04161
H: -1.83440 -5.86217 2.47933
H: -2.29632 -4.57778 1.27634
H: -3.54682 -3.75776 3.09604

These are the Löwdin partial charges, in e, on atoms 1 to 2: number 1, C, carries 0.00; number 2, C, carries -0.76

=====

no.,molecular weight (g mol⁻¹)
1,120.167
2,85.078
3,500.731
4,97.161
5,490.933
6,872.396